Entry 1:
This record from the Open Molecules 2025 dataset describes 2 unconnected molecules or ions with the total composition C7H11N3S in a non-equilibrium geometry. The level of theory is ωB97M-V with the def2-TZVPD basis set.

Structure (ORCA input):
```
! wB97M-V def2-TZVPD RIJCOSX def2/J DEFGRID3
* xyz 0 1
C 3.4494 0.8559 -1.1333
C 2.6382 -0.2355 -1.0567
C 2.6826 0.8438 0.8415
C -1.8144 0.7318 0.7064
C -2.5961 -0.5352 0.9541
C -1.1273 0.5019 -0.6684
C -2.0502 -1.5531 -0.1327
N 3.5653 1.4591 0.0950
N 2.1054 -0.1727 0.1711
N -1.0106 -0.8728 -0.9770
S 1.0222 -1.3043 0.7953
H 4.1870 1.1299 -1.8671
H 2.2636 -0.8507 -1.8677
H 2.6137 1.0180 1.9568
H -2.5060 1.4696 0.5976
H -0.9906 1.0961 1.4290
H -2.3494 -0.9543 1.9469
H -3.6452 -0.3641 0.8993
H -1.8930 0.8881 -1.3840
H -0.2913 1.0795 -0.7093
H -1.5199 -2.4541 0.2391
H -2.7335 -1.7769 -0.8361
*
```

Output
frontier orbital gap (alpha / beta)	0.231 / 0.231	Ha
E	-835.6196	a.u.
energy relative to the best compared isomer or geometry (same formula, charge and spin)	365.1	kJ/mol
LUMO level (alpha / beta)	-2.11 / -2.11	eV
maximum force	4.0	eV/Å

Entry 2:
This record from the Open Molecules 2025 dataset describes 3 unconnected molecules or ions with the total composition C5H11NO in a non-equilibrium geometry. The level of theory is ωB97M-V with the def2-TZVPD basis set.

Structure (ORCA input):
```
! wB97M-V def2-TZVPD RIJCOSX def2/J DEFGRID3
* xyz 0 1
C -0.0437 -1.4244 1.8588
C -0.2623 -1.6638 0.3282
N 0.7854 -1.0546 -0.5232
C 1.8591 1.0803 -0.0942
C 0.8726 0.3317 -0.6747
C -1.1993 1.4444 -0.5648
O -1.7215 0.6332 -1.1710
H 0.7784 -2.0424 2.2645
H 0.1942 -0.3507 1.9608
H -0.9421 -1.7019 2.4625
H -0.2539 -2.7359 0.0690
H -1.2681 -1.2874 0.0945
H 1.6490 -1.5821 -0.5939
H -2.3660 4.8583 1.4747
H 1.7043 2.1488 -0.0613
H 2.6862 0.6611 0.5084
H 0.5755 0.7076 -1.6811
H -2.5632 5.3691 1.9938
*
```

Output
frontier orbital gap	0.338	Ha
E	-326.9690	a.u.
energy relative to the best compared isomer or geometry (same formula, charge and spin)	426.3	kJ/mol
LUMO level	0.65	eV
maximum force	4.0	eV/Å

Entry 3:
This record from the Open Molecules 2025 dataset describes a molecular structure, C4H2NO2 in a non-equilibrium geometry. The level of theory is ωB97M-V with the def2-TZVPD basis set.

Structure (ORCA input):
```
! wB97M-V def2-TZVPD RIJCOSX def2/J DEFGRID3
* xyz -1 1
C 1.0832 0.1199 -1.2209
C 0.9303 -0.5940 0.5976
C 0.4203 -0.9921 -0.8185
C -2.0408 0.3516 0.4884
N 1.6189 0.4639 0.2940
O -1.7259 -0.2079 1.4762
O -2.3513 0.9495 -0.4807
H 1.2143 0.8075 -1.9626
H 0.8510 -0.8984 1.6265
*
```

Output
frontier orbital gap	0.207	Ha
E	-358.7244	a.u.
energy relative to the best compared isomer or geometry (same formula, charge and spin)	229.3	kJ/mol
LUMO level	3.57	eV
maximum force	4.6	eV/Å

Entry 4:
This record from the Open Molecules 2025 dataset describes a single C6H6 molecule in a non-equilibrium geometry. The level of theory is ωB97M-V with the def2-TZVPD basis set.

Structure (ORCA input):
```
! wB97M-V def2-TZVPD RIJCOSX def2/J DEFGRID3
* xyz 0 3
C -0.1133 -0.0915 -2.6247
C -0.3066 -0.3065 -3.8404
C 1.0700 -0.7668 0.8499
C 1.0045 -0.6711 -0.5074
C 0.0022 -0.0059 -1.2850
C -1.0156 0.8309 -0.4563
H 0.2782 -0.5460 1.6672
H 1.9072 -1.1199 1.3404
H 1.9747 -0.7761 -1.0407
H -0.4990 1.6617 0.1076
H -1.5166 0.2937 0.2279
H -1.7450 1.2179 -1.0600
*
```

Output
frontier orbital gap (alpha / beta)	0.327 / 0.261	Ha
E	-231.9537	a.u.
energy relative to the best compared isomer or geometry (same formula, charge and spin)	105.0	kJ/mol
LUMO level (alpha / beta)	1.06 / -2.80	eV
maximum force	4.4	eV/Å